56
Properties=species:S:1:pos:R:3 method="wB97M-V/def2-TZVPD" e_homo_ev=-9.26 lumo_energy_ev=-0.615
O 3.061 -0.574 3.550
P 1.899 -0.472 2.556
O 2.259 0.818 1.523
O 1.531 -1.918 1.779
C 2.706 -2.708 1.484
C 3.441 -2.346 0.117
C 2.598 -2.696 -1.195
F 3.101 -3.956 -1.643
F 1.226 -2.939 -0.921
C 2.817 -1.693 -2.413
F 2.151 -2.279 -3.522
F 4.189 -1.657 -2.766
C 2.199 -0.235 -2.209
F 1.365 -0.113 -1.098
F 1.378 0.018 -3.340
C 3.256 0.955 -2.172
F 4.304 0.776 -1.271
F 3.794 1.243 -3.424
F 2.576 2.118 -1.749
O 0.549 0.074 3.499
S -0.813 0.273 2.553
O -1.838 -0.711 3.042
O -0.614 0.028 1.096
C -1.469 2.049 2.684
F -0.675 2.728 3.599
F -2.825 1.945 3.054
F -1.419 2.615 1.417
H 2.858 0.487 0.823
H 3.489 -2.731 2.302
H 2.339 -3.790 1.372
H 4.385 -2.998 0.079
H 3.813 -1.271 0.078
C -0.034 -4.386 -4.094
O 0.683 -5.337 -3.851
N -1.255 -4.454 -4.695
C -2.053 -3.274 -4.952
C -1.770 -5.751 -5.090
H 0.263 -3.359 -3.835
H -3.009 -3.367 -4.430
H -2.233 -3.190 -6.027
H -1.544 -2.374 -4.605
H -1.848 -6.390 -4.207
H -1.076 -6.214 -5.795
H -2.751 -5.647 -5.555
C -4.837 6.196 4.515
O -5.332 7.233 4.910
N -3.558 6.057 4.067
C -3.036 4.786 3.610
C -2.692 7.220 4.047
H -5.410 5.255 4.489
H -2.179 4.508 4.228
H -2.721 4.885 2.567
H -3.793 4.005 3.680
H -2.600 7.616 5.061
H -3.138 7.989 3.411
H -1.706 6.955 3.666


14
Properties=species:S:1:pos:R:3 method="wB97M-V/def2-TZVPD" e_homo_ev=-8.17 lumo_energy_ev=0.505 e_above_lowest_kcal_mol=102.58
C 0.844 -0.026 1.713
N -0.061 -0.098 0.570
C -1.345 0.790 0.528
C -1.546 0.793 -0.838
C -0.509 0.163 -1.601
C 0.376 -0.371 -0.720
O 1.521 -1.088 -0.845
H 1.563 0.779 1.550
H 1.371 -0.972 1.847
H 0.233 0.210 2.586
H -1.080 -0.540 0.890
H -2.424 1.247 -1.286
H -0.449 0.085 -2.681
H 1.695 -1.224 -1.784